No. 1
# H8O4

4 unconnected molecules or ions with the total composition H8O4 (ωB97M-V/def2-TZVPD, OMol25).

```
! wB97M-V def2-TZVPD RIJCOSX def2/J DEFGRID3
* xyz 0 1
O -0.60 -2.33 0.18
H -1.25 -1.92 -0.36
H -0.66 -1.91 0.98
O 1.93 0.39 1.90
H 2.01 1.31 1.97
H 1.56 0.31 0.98
O -1.75 1.85 -0.91
H -1.27 1.07 -0.64
H -2.55 1.60 -1.39
O 0.83 0.17 -0.65
H 1.14 0.23 -1.51
H 0.61 -0.75 -0.54
*
```

molecular weight	72.06	g mol⁻¹
structure (SMILES)	O.O.O.O
E_tot	-305.7428	a.u.
energy relative to the best compared isomer or geometry (same formula, charge and spin)	95.53	kJ/mol
LUMO level	0.245	eV

=====

No. 2
# C4H9N2O

A molecular structure, C4H9N2O (ωB97M-V/def2-TZVPD, OMol25).

```
! wB97M-V def2-TZVPD RIJCOSX def2/J DEFGRID3
* xyz 1 1
C -0.51 -0.29 -1.94
C -0.96 -0.13 0.47
C 0.38 0.54 0.62
C 1.07 0.32 1.89
N -1.36 -0.45 -0.92
N 0.77 -0.23 -1.78
O 1.38 -0.30 -0.59
H -1.02 -0.35 -2.93
H -1.07 -1.08 1.17
H -1.88 0.50 0.97
H 0.38 1.43 0.14
H 1.96 0.92 2.02
H 1.39 -0.72 1.81
H 0.31 0.44 2.74
H -2.26 -0.67 -1.05
H 1.43 0.08 -2.64
*
```

molecular weight	101.13	g mol⁻¹
E_tot	-342.2081	a.u.
energy relative to the best compared isomer or geometry (same formula, charge and spin)	391.60	kJ/mol
LUMO level	-3.491	eV

=====

E_tot of number 1 (H8O4)?
-305.7428 a.u.